No. 1
Entry from the OMol25 dataset: an isolated molecule of C3H2Cl2N2 at a distorted geometry (ωB97M-V/def2-TZVPD).

XYZ file:
```
9
Properties=species:S:1:pos:R:3:forces:R:3:lowdin_charge:R:1
Cl -0.729227 1.541001 -1.401601 0.02 -0.10 0.05 0.65
C -0.477051 0.074921 -0.430809 0.07 0.09 0.18 -1.19
Cl -1.711117 -1.150092 -0.778597 0.08 0.03 -0.02 0.65
C -0.417677 0.391390 1.043960 1.43 -0.43 0.09 -0.22
N 0.729459 0.094555 1.544013 -1.09 0.27 -0.25 0.05
N 1.577450 -0.465127 0.506222 -0.55 0.14 -0.71 0.06
C 0.923811 -0.467155 -0.592284 0.00 0.06 0.94 -0.22
H -1.217310 0.819255 1.623816 -0.12 0.05 0.04 0.12
H 1.321662 -0.838748 -1.514718 0.15 -0.10 -0.30 0.11
```
Forces are in eV/Å.

**Energy above the lowest of the compared OMol25 structures with the same formula, charge and spin**: 178.9 kJ/mol
**Lowest unoccupied orbital energy**: -0.7 eV
**Orbital gap**: 10.15 eV

=====

No. 2
Entry from the OMol25 dataset: a 2-piece molecular cluster, C10H22N2O4S overall (ωB97M-V/def2-TZVPD).

XYZ file:
```
39
Properties=species:S:1:pos:R:3:forces:R:3:lowdin_charge:R:1
C -4.114463 -1.234244 -0.062224 -0.04 -0.02 0.03 -0.07
C -3.039983 -0.347698 -0.692716 0.00 -0.05 -0.01 -0.38
C -3.292621 1.136388 -0.422769 -0.04 -0.01 0.02 -0.06
C -1.615600 -0.778945 -0.300612 -0.15 0.19 0.13 -0.30
N -1.333781 -2.115343 -0.818893 0.22 0.04 0.14 0.08
C -1.365317 -0.770702 1.200596 -0.53 0.20 0.10 -0.47
O -2.019058 -0.209678 2.046761 0.35 -0.22 -0.34 0.11
O -0.235276 -1.443366 1.511567 0.04 -0.01 0.28 0.09
H -4.169238 -1.067459 1.018383 0.00 -0.01 -0.16 0.08
H -3.896263 -2.290954 -0.240932 -0.04 0.14 0.02 0.07
H -5.095701 -1.004179 -0.491219 0.13 -0.03 0.06 0.08
H -3.081099 -0.496823 -1.783223 0.03 0.01 0.13 0.14
H -3.278101 1.342953 0.649692 -0.01 0.00 -0.12 0.08
H -2.535940 1.766631 -0.905453 -0.10 -0.03 0.04 0.07
H -4.271398 1.431637 -0.817454 0.16 -0.04 0.05 0.08
H -0.917709 -0.013161 -0.692772 -0.35 -0.54 0.11 0.10
H -1.358027 -2.089962 -1.827826 0.01 -0.01 -0.17 0.08
H -0.400707 -2.406919 -0.545529 -0.11 -0.02 -0.07 0.07
H -0.140710 -1.371277 2.475828 0.03 -0.04 -0.08 0.14
C 4.612681 -1.529302 1.098172 -0.08 0.07 0.12 -0.42
S 4.117931 -1.574408 -0.638147 -0.06 0.06 0.04 0.80
C 2.493563 -0.783186 -0.540967 -0.12 -0.06 0.08 -0.52
C 2.534789 0.700679 -0.189463 0.07 0.01 0.02 -0.20
C 1.132867 1.330620 -0.245745 0.10 0.05 0.16 -0.32
N 0.582401 1.232685 -1.584517 0.09 0.31 -0.13 0.06
C 1.201786 2.768305 0.255836 -0.07 0.23 -0.26 -0.48
O 1.022838 3.748384 -0.426912 0.08 -0.39 0.26 0.11
O 1.507492 2.840874 1.565882 -0.02 0.10 -0.07 0.11
H 5.548489 -2.081875 1.180289 -0.04 0.02 -0.03 0.03
H 3.865884 -2.016881 1.732585 0.08 0.05 -0.11 0.04
H 4.782900 -0.509870 1.453769 -0.02 -0.12 -0.07 0.03
H 1.869798 -1.331843 0.177805 0.14 0.12 -0.12 0.06
H 2.034298 -0.909185 -1.525106 0.11 -0.02 0.08 0.07
H 2.951546 0.850354 0.812353 -0.07 -0.03 -0.14 0.11
H 3.192112 1.223955 -0.895789 -0.07 -0.05 0.07 0.13
H 0.481389 0.778157 0.443494 0.23 0.18 -0.04 0.13
H 1.066239 1.902740 -2.179984 -0.03 -0.12 0.01 0.10
H -0.386780 1.536777 -1.577677 0.12 0.12 -0.08 0.06
H 1.548768 3.786135 1.782903 0.00 -0.08 0.04 0.13
```
Forces are in eV/Å.

**Lowest unoccupied orbital energy**: 0.5 eV
**Orbital gap**: 9.13 eV